C36H62N2O24 | ωB97M-V with the def2-TZVPD basis set

The value obtained for the HOMO-LUMO gap is 10.15 eV. The energy relative to the best compared isomer or geometry (same formula, charge and spin) comes out at 33.0 kJ/mol. Its charge is 0. As for the SMILES: C[C@H]1COC(=O)O1.C[C@H]1COC(=O)O1.C[C@H]1COC(=O)O1.C[C@H]1COC(=O)O1.COC(=O)OC.COC(=O)OC.COC(=O)OC.COC(=O)OC.CCCC#N.CCCC#N. Its LUMO energy is 0.3 eV.

```
124
Properties=species:S:1:pos:R:3:lowdin_charge:R:1
C -10.54800 13.86100 10.18500 -0.03
C -10.56700 12.59000 9.32600 -0.31
C -11.56800 12.60700 8.15900 -0.03
O -10.73500 12.82200 7.01400 0.13
C -9.52900 12.62200 7.32500 -0.63
O -8.68100 12.40200 6.50700 0.15
O -9.35000 12.62300 8.67400 0.06
H -11.32800 13.87300 10.95200 0.08
H -10.75300 14.79500 9.64500 0.06
H -9.53700 13.99200 10.71100 0.09
H -10.58200 11.69900 9.94500 0.15
H -12.32000 13.34700 8.28700 0.13
H -12.12200 11.71700 8.02500 0.12
C -7.86600 18.32800 4.92700 0.00
C -7.45900 17.44600 3.68700 -0.18
C -6.15900 16.58800 3.85300 -0.11
O -6.57900 15.27400 4.04100 0.07
C -7.90900 15.24300 3.86000 -0.61
O -8.55800 14.19900 3.82000 0.12
O -8.44100 16.37900 3.67000 0.11
H -7.92700 17.79200 5.86000 0.04
H -8.83600 18.76900 4.77400 0.07
H -7.15500 19.22300 5.03900 0.08
H -7.45900 17.89000 2.69900 0.15
H -5.64700 16.84500 4.76500 0.10
H -5.48700 16.76300 3.08100 0.09
C -5.23200 19.69200 7.55100 -0.01
C -4.08800 19.07100 6.71800 -0.31
C -4.18700 19.47100 5.21000 -0.09
O -3.14100 20.40100 5.08800 0.08
C -2.34200 20.39500 6.15400 -0.54
O -1.29500 21.05000 6.23100 0.11
O -2.85900 19.57700 7.09400 0.08
H -5.52000 19.16000 8.44700 0.06
H -6.16300 19.67300 6.98900 0.05
H -5.04500 20.73400 7.84200 0.10
H -4.06400 18.00500 6.82300 0.10
H -5.11300 19.94200 4.97800 0.10
H -4.05300 18.71000 4.41200 0.12
C -3.08100 12.52200 10.56800 -0.04
C -2.21500 13.73400 10.45400 -0.27
C -1.18600 13.55600 9.28600 -0.05
O -1.37600 14.71400 8.43500 0.05
C -2.46100 15.38000 8.85000 -0.57
O -2.82900 16.43300 8.35700 0.13
O -3.01800 14.80500 9.90900 0.07
H -3.71800 12.66300 11.43500 0.08
H -2.53200 11.60600 10.66300 0.08
H -3.70900 12.37600 9.58300 0.12
H -1.79900 13.91500 11.43000 0.15
H -1.33600 12.64500 8.71000 0.12
H -0.15100 13.61500 9.64200 0.14
C -0.69100 17.34500 5.69800 -0.02
O -1.73100 17.30000 4.79500 0.02
C -1.85100 16.25500 4.03500 -0.51
O -0.99400 15.18000 4.03200 -0.04
O -2.84500 16.39600 3.23600 0.02
C -3.29200 15.34800 2.38200 -0.01
H -0.91800 16.66600 6.54500 0.10
H -0.72600 18.35000 5.96200 0.06
H 0.28200 17.18200 5.21100 0.12
H -3.80800 14.56200 2.92300 0.06
H -2.44400 14.94400 1.83100 0.11
H -3.98900 15.76000 1.66300 0.10
C -13.93400 18.27000 6.58600 -0.03
O -13.03300 17.24500 6.94500 -0.01
C -11.72000 17.27500 6.82800 -0.34
O -11.05200 18.32500 6.12500 -0.08
O -11.02600 16.20700 7.36200 -0.01
C -9.67500 15.98100 6.99900 -0.07
H -14.14300 18.22600 5.52800 0.09
H -13.47100 19.26800 6.78900 0.12
H -14.79800 17.98700 7.12900 0.08
H -9.50800 15.74300 5.98200 0.08
H -9.32900 15.11300 7.48900 0.06
H -8.99900 16.80300 7.27400 0.07
C 0.12900 13.20600 6.24800 -0.04
O 1.30400 13.26300 7.05500 0.02
C 2.18200 12.27400 7.04200 -0.45
O 1.95800 11.10800 6.33600 -0.05
O 3.26800 12.50500 7.76600 0.00
C 4.44100 11.71000 7.69100 -0.04
H -0.30700 14.17200 6.12800 0.06
H -0.64200 12.62400 6.70200 0.07
H 0.31900 12.79100 5.26000 0.10
H 5.16700 12.19300 8.29200 0.08
H 4.85500 11.82500 6.68200 0.10
H 4.29700 10.63900 7.95600 0.11
C -6.68500 11.45000 4.20000 -0.05
O -5.39400 10.93700 4.35900 0.01
C -4.44300 11.36300 3.56600 -0.47
O -4.74600 12.14200 2.39500 -0.08
O -3.28300 11.13500 4.04100 0.03
C -2.16600 11.63900 3.35000 -0.02
H -7.06500 11.18700 3.20300 0.11
H -6.79600 12.53600 4.36200 0.07
H -7.30800 10.96400 4.89200 0.07
H -2.13200 11.34500 2.28500 0.12
H -1.28400 11.36500 3.85700 0.08
H -2.18100 12.72000 3.37900 0.07
C -6.35100 13.89600 10.44200 -0.10
C -6.24600 15.07400 11.40600 -0.20
C -6.56800 16.38800 10.61000 -0.17
C -7.89300 16.49900 10.17800 -0.23
N -8.97600 16.65900 9.81700 0.21
H -7.31900 13.83600 9.96000 0.05
H -6.41800 12.96100 10.98200 0.08
H -5.54300 13.88600 9.68300 0.06
H -5.33300 15.06100 11.91100 0.07
H -6.92600 14.97200 12.27300 0.12
H -5.99400 16.47000 9.72400 0.07
H -6.31300 17.22700 11.27200 0.14
C -3.74200 13.95900 5.68900 -0.06
C -4.51100 13.37500 6.88300 -0.20
C -5.94100 13.89700 7.06700 -0.15
C -6.05900 15.37700 7.20200 -0.14
N -6.11200 16.51500 7.33700 0.23
H -3.43200 15.02400 5.86900 0.09
H -4.35800 13.92500 4.80700 0.05
H -2.86100 13.32400 5.44000 0.08
H -4.03700 13.55600 7.84000 0.06
H -4.51200 12.25000 6.72700 0.14
H -6.45500 13.38500 7.83200 0.08
H -6.43600 13.58700 6.13500 0.09
```